Entry from OMol25: a structure of composition C52H82N5O4Re in a non-equilibrium geometry (ωB97M-V/def2-TZVPD).

```
144
Properties=species:S:1:pos:R:3:forces:R:3
Re 0.1398 -0.0967 0.9902 -1.21 -0.10 -0.58
O -0.6961 -1.3964 -0.2068 0.40 0.32 0.31
O -0.6416 -1.1643 2.6205 -0.25 -0.21 -0.14
O -1.2725 1.1782 1.2404 0.72 0.09 0.75
O 0.8281 0.7878 -0.6183 0.02 -0.19 -0.56
N 1.2146 1.2059 2.4706 0.21 -0.14 -0.41
N 1.2543 -0.7126 5.6200 -0.01 -0.04 0.00
N -1.0010 -1.4798 5.5292 -0.04 -0.03 -0.12
N 0.3801 -1.3446 3.5535 0.30 0.20 0.14
N 1.9300 -1.2966 1.1269 0.04 0.00 0.42
C 0.0924 7.2772 0.0235 -0.01 -0.02 0.00
C 5.6195 -1.8648 -4.0676 0.02 -0.04 0.02
C 3.7394 -0.3034 -3.4030 -0.03 0.06 -0.03
C -2.1894 7.5713 0.9667 -0.03 0.02 0.00
C -1.3892 -3.5014 -1.0820 0.08 0.09 -0.22
C -2.4481 -7.1853 2.1265 0.00 0.02 0.03
C 1.7430 0.3873 -1.5340 -0.23 0.21 0.54
C -3.6401 -7.0897 -0.0554 -0.01 0.02 0.00
C -4.8095 3.6146 0.6468 0.06 0.03 0.00
C -2.1843 4.6901 1.0344 -0.03 0.00 -0.02
C 1.2624 -2.4603 3.3494 -0.18 0.04 0.10
C 4.1515 -0.8645 -5.8041 -0.03 -0.01 -0.01
C -1.5186 -3.0939 1.3031 -0.08 0.06 0.19
C 0.9576 2.3458 -2.9893 0.05 -0.01 0.04
C -1.8577 -4.4311 1.5233 -0.04 0.12 0.13
C -2.2357 -1.8036 -2.7397 -0.01 0.00 0.04
C -1.1429 2.5486 1.2293 0.02 -0.15 -0.28
C 2.5354 0.5447 2.7242 -0.11 0.13 0.18
C 5.7814 0.5680 -4.5523 0.03 0.02 0.01
C 0.6384 1.6129 3.8075 -0.09 -0.07 -0.10
C 2.5423 -0.7371 -1.3379 0.16 -0.18 0.27
C 1.8892 1.1560 -2.7022 -0.03 0.23 -0.25
C 0.0418 -0.7229 4.8324 0.01 -0.11 0.02
C -1.9484 -5.3275 0.4771 0.01 -0.05 -0.13
C -2.3066 -6.8026 0.6533 0.00 0.00 -0.03
C 2.9835 -0.3577 1.6073 0.09 -0.22 -0.19
C 2.8934 0.7937 -3.5866 -0.07 0.03 -0.08
C 1.2087 2.9398 -4.3791 0.04 -0.01 -0.01
C 0.1467 4.5730 1.4211 0.15 -0.05 -0.01
C -1.2025 -7.6708 0.0300 0.03 0.01 0.01
C -0.3826 0.7091 4.4936 0.03 -0.02 -0.09
C 1.3927 2.4609 1.6628 0.03 -0.03 0.23
C -3.6752 2.6095 0.8789 0.06 0.01 0.01
C 1.1915 3.4624 -1.9567 -0.08 -0.03 0.06
C -0.9724 5.3566 1.2103 -0.18 0.04 -0.04
C 3.5304 -1.0625 -2.2710 0.06 -0.08 0.10
C -1.7102 -4.0886 -3.5301 -0.04 -0.05 0.01
C 0.0897 3.1858 1.4182 0.08 -0.13 0.09
C -1.7214 -2.1435 2.4455 0.22 -0.12 -0.07
C -0.2484 7.3747 2.5073 -0.02 -0.01 0.00
C -1.7453 -4.8146 -0.8065 -0.03 -0.06 -0.08
C -2.3100 3.3022 1.0506 -0.22 0.04 -0.08
C -1.1966 -2.6434 0.0204 0.02 0.00 -0.16
C 2.3180 -1.7636 -0.2523 -0.12 0.07 -0.16
C -4.0180 1.8228 2.1569 0.00 -0.01 0.00
C -0.8424 6.8803 1.1784 0.03 -0.01 0.00
C -1.2880 -3.0002 -2.5379 0.03 0.00 0.03
C -0.5158 1.9024 -2.9471 -0.03 0.00 -0.08
C 4.8155 -0.6199 -4.4404 -0.04 0.03 -0.02
C -3.6565 1.6626 -0.3341 0.03 0.00 -0.05
C 1.7468 -2.5619 1.9065 0.11 0.07 -0.12
C 0.1444 -2.5814 -2.9036 -0.03 -0.02 0.05
H 1.0939 6.8592 0.1545 -0.06 0.03 -0.01
H 1.0168 -3.1376 1.3407 0.02 -0.02 -0.06
H -1.6869 -3.6719 -4.5390 0.00 -0.02 0.05
H -1.5288 -6.9887 2.6859 -0.05 -0.01 -0.02
H -0.2354 -7.4588 0.4947 -0.04 -0.03 -0.03
H -4.9883 1.3323 2.0386 0.03 0.04 0.01
H 0.1283 2.5588 3.6504 0.02 0.08 0.01
H -0.1630 8.4647 2.4975 0.00 -0.07 0.00
H 3.8699 -0.9125 1.9290 0.02 -0.07 -0.01
H 2.0639 3.1347 2.2038 0.01 -0.02 0.10
H -0.6670 1.1998 5.4270 0.01 0.06 0.02
H 0.8560 -3.3840 -2.6799 -0.02 0.06 -0.03
H -3.2650 -2.0835 -2.4972 0.04 0.02 -0.03
H 4.9057 -1.1393 -6.5464 -0.04 0.03 0.03
H 0.4723 3.7253 -4.5622 0.04 -0.02 0.00
H -1.8506 -2.6798 3.3801 0.05 -0.02 0.10
H -1.0486 -1.2050 6.5036 0.01 0.01 -0.01
H 6.5514 0.3587 -5.3001 -0.04 0.02 0.04
H 1.5299 -2.4490 -0.5643 -0.02 -0.04 0.01
H -1.8867 -5.4858 -1.6427 0.03 0.02 0.07
H 3.2689 0.2343 0.7398 0.01 0.00 -0.08
H 1.1122 5.0440 1.5803 -0.04 -0.03 0.00
H 1.0984 2.1909 -5.1679 0.01 0.04 0.03
H -1.4278 -8.7302 0.1783 0.00 0.06 -0.02
H -2.9151 0.8694 -0.2327 -0.08 0.06 -0.02
H 2.4476 -0.0057 3.6529 -0.06 -0.04 0.10
H -2.5842 -1.5049 2.2647 -0.09 0.10 -0.01
H -0.3014 6.9185 -0.9314 0.03 0.03 0.05
H 1.8749 2.1855 0.7282 0.04 0.00 -0.04
H 2.2001 3.3943 -4.4607 -0.04 -0.04 -0.01
H -2.6599 -8.2533 2.2019 0.00 0.04 0.01
H -2.6392 7.2986 0.0082 0.02 0.01 0.06
H 0.8235 -3.4335 3.6019 -0.01 -0.05 0.06
H 2.0997 -2.2874 4.0227 0.01 0.02 0.04
H 4.1353 -1.9453 -2.0905 -0.06 0.06 0.02
H -3.2726 -6.6515 2.6073 0.05 -0.02 -0.02
H -3.5699 -6.9148 -1.1317 -0.01 -0.01 0.07
H 1.3708 -1.6011 6.0954 -0.01 -0.01 0.02
H -1.1084 -7.4961 -1.0444 0.00 -0.01 0.07
H 4.9827 -2.7520 -4.0020 0.05 0.05 0.00
H 0.6664 4.3726 -2.2650 0.03 -0.07 0.02
H -1.9520 -0.9507 -2.1231 -0.01 -0.05 -0.03
H -2.0405 8.6533 0.9667 -0.02 -0.05 -0.01
H -0.7966 1.4957 -1.9778 0.02 0.02 -0.04
H 3.2341 -2.3474 -0.1360 0.05 -0.02 0.00
H -4.0797 2.4967 3.0159 -0.01 -0.03 -0.03
H -4.4330 -6.4500 0.3405 0.02 -0.04 -0.02
H -1.1574 2.7648 -3.1534 0.03 -0.05 -0.02
H -3.4382 2.2198 -1.2498 -0.02 -0.04 0.04
H 6.1434 -1.7373 -3.1158 -0.03 -0.02 -0.05
H -2.0849 -4.7433 2.5382 0.03 0.04 -0.08
H 0.7484 6.9635 2.6833 -0.05 0.02 0.00
H -4.6402 1.1976 -0.4467 0.04 0.04 -0.01
H -3.2710 1.0566 2.3658 -0.04 0.03 0.00
H -4.6508 4.2020 -0.2616 -0.01 -0.02 0.06
H 2.2571 3.6972 -1.8720 -0.05 0.01 -0.01
H 6.3715 -2.0539 -4.8365 -0.02 0.00 0.04
H 3.3012 1.3112 2.8690 0.00 0.09 0.04
H 3.0300 1.3890 -4.4785 -0.02 0.00 0.01
H -1.0316 -4.9464 -3.5133 -0.04 0.04 -0.01
H -2.8972 7.3340 1.7659 0.03 0.02 -0.05
H 0.8078 3.1745 -0.9776 0.08 0.05 -0.15
H -0.8888 7.0899 3.3464 0.04 0.02 -0.04
H 0.2022 -2.3743 -3.9765 -0.01 -0.01 0.07
H 5.2629 1.4819 -4.8514 0.03 -0.05 0.02
H -0.7099 1.1453 -3.7134 0.00 0.04 0.04
H -3.0732 5.2804 0.8822 -0.04 -0.02 -0.01
H 0.1853 8.3655 -0.0308 0.00 -0.07 0.01
H 6.2754 0.7562 -3.5952 -0.02 0.00 -0.05
H -1.2816 0.6688 3.8792 -0.05 0.01 0.06
H -2.7280 -4.4404 -3.3398 0.06 0.01 -0.04
H -5.7465 3.0665 0.5260 0.05 0.03 0.01
H 3.4222 -1.6766 -5.7379 0.04 0.04 -0.02
H -3.9320 -8.1323 0.0972 0.03 0.06 -0.02
H 1.2021 0.0064 6.3305 0.03 0.05 0.01
H 2.6807 -3.1314 1.9022 0.04 0.02 -0.02
H -1.9189 -1.3091 5.1299 0.01 0.02 0.02
H 0.4435 -1.6763 -2.3799 -0.02 -0.06 -0.02
H 1.4872 1.8100 4.4638 0.05 -0.01 0.03
H -4.9347 4.2981 1.4907 0.02 -0.02 -0.04
H -2.2076 -1.4897 -3.7872 0.00 -0.02 0.06
H 3.6342 0.0270 -6.1668 0.02 -0.06 0.02
```
Positions in Å, forces in eV/Å.

Its expectation value of S² is 0.76. As for the net charge: +1. The HOMO-LUMO gap (alpha / beta) comes out at 6.29 / 6.62 eV. As for the multiplicity: 2.